[1]
# C18H22Cl2F3O5S

A 2-piece molecular cluster, C18H22Cl2F3O5S overall in a non-equilibrium geometry (ωB97M-V/def2-TZVPD, OMol25).

E_HOMO, Ha: -0.1064
Frontier orbital gap, Ha: 0.1313
Net charge: -1
Relative energy (zero: lowest compared OMol25 entry of this formula, charge and spin), eV: 0.000
E_tot, Eh: -2693.3696

Positions of all 51 atoms, in Å:
C (1.383, -4.085, 1.403)
C (1.433, -2.609, 0.961)
C (2.803, -1.955, 1.215)
C (3.075, -0.807, 0.211)
C (2.723, 0.560, 0.787)
C (1.243, 0.873, 0.711)
C (0.593, 0.764, -0.449)
C (-0.856, 1.080, -0.469)
O (-1.496, 1.461, -1.428)
C (-1.576, 0.866, 0.861)
C (-3.012, 0.525, 0.746)
Cl (-4.098, 1.861, 0.684)
C (-3.480, -0.716, 0.654)
C (-4.915, -1.067, 0.507)
Cl (-2.319, -2.014, 0.697)
C (-0.924, 0.987, 2.019)
S (-1.695, 0.751, 3.600)
O (-3.118, 0.902, 3.585)
O (-1.024, 1.596, 4.538)
C (-1.282, -0.984, 4.198)
F (-2.389, -1.699, 4.357)
F (-0.454, -1.609, 3.364)
F (-0.681, -0.864, 5.376)
C (0.553, 1.332, 1.943)
O (1.145, 1.936, 2.808)
H (2.290, -4.341, 1.935)
H (0.522, -4.275, 2.032)
H (1.293, -4.697, 0.514)
H (1.147, -2.501, -0.079)
H (0.717, -2.027, 1.526)
H (3.573, -2.721, 1.184)
H (2.814, -1.514, 2.209)
H (2.522, -1.013, -0.696)
H (4.127, -0.837, -0.050)
H (3.052, 0.657, 1.815)
H (3.220, 1.300, 0.167)
H (1.048, 0.480, -1.391)
H (-5.279, -0.791, -0.473)
H (-5.044, -2.134, 0.632)
H (-5.464, -0.563, 1.294)
C (-0.192, 3.127, -4.188)
C (1.186, 2.475, -4.407)
C (1.288, 2.014, -5.878)
O (1.300, 1.405, -3.579)
H (-0.990, 2.402, -4.366)
H (-0.280, 3.487, -3.161)
H (-0.368, 3.987, -4.858)
H (1.937, 3.304, -4.303)
H (0.516, 1.274, -6.105)
H (2.264, 1.564, -6.069)
H (1.165, 2.856, -6.581)

=====

[2]
# C18H22ClN2O5PdS

C18H22ClN2O5PdS as an isolated structure in a non-equilibrium geometry (ωB97M-V/def2-TZVPD, OMol25).

E_HOMO (spin up / spin down), Ha: -0.4351 / -0.4304
Frontier orbital gap (spin up / spin down), Ha: 0.2399 / 0.2480
Net charge: +1
Relative energy (zero: lowest compared OMol25 entry of this formula, charge and spin), eV: 1.291
E_tot, Eh: -2170.4878

Positions of all 50 atoms, in Å:
Pd (1.166, -0.629, 0.155)
O (3.080, -0.239, 1.772)
Cl (3.528, -1.292, 0.869)
O (4.878, -1.647, 1.047)
O (2.617, -2.427, 0.995)
O (3.269, -0.749, -0.519)
C (1.115, -1.030, -2.719)
C (0.651, -1.849, -3.971)
N (-0.285, -2.886, -3.570)
C (0.349, -3.800, -2.633)
C (0.819, -3.019, -1.364)
N (0.430, -1.594, -1.534)
C (-1.036, -1.478, -1.676)
C (-1.455, -2.285, -2.951)
H (0.841, 0.022, -2.809)
H (2.187, -1.100, -2.563)
H (1.510, -2.309, -4.456)
H (0.164, -1.191, -4.689)
H (1.201, -4.275, -3.117)
H (-0.364, -4.575, -2.356)
H (1.897, -3.066, -1.242)
H (0.354, -3.398, -0.456)
H (-1.290, -0.423, -1.772)
H (-1.503, -1.864, -0.775)
H (-1.938, -1.625, -3.670)
H (-2.159, -3.071, -2.682)
O (-0.823, -0.615, 0.994)
S (-0.558, 0.197, 2.287)
C (-1.987, 1.211, 2.578)
C (-2.036, 1.921, 3.769)
C (-3.115, 2.760, 3.992)
C (-4.127, 2.861, 3.044)
C (-4.071, 2.119, 1.871)
C (-2.992, 1.281, 1.627)
C (0.503, 1.508, 1.660)
C (1.351, 2.163, 2.539)
C (2.251, 3.090, 2.040)
C (2.320, 3.336, 0.674)
C (1.448, 2.701, -0.195)
C (0.520, 1.783, 0.287)
H (-1.252, 1.822, 4.511)
H (-3.172, 3.327, 4.911)
H (-4.968, 3.516, 3.226)
H (-4.871, 2.189, 1.146)
H (-2.933, 0.686, 0.726)
H (1.331, 1.935, 3.597)
H (2.918, 3.606, 2.718)
H (3.046, 4.039, 0.290)
H (1.468, 2.936, -1.252)
H (-0.278, 1.427, -0.356)

=====

[3]
# C18H22F3N2O5

A 2-piece molecular cluster, C18H22F3N2O5 overall in a non-equilibrium geometry (ωB97M-V/def2-TZVPD, OMol25).

E_HOMO, Ha: -0.4307
Frontier orbital gap, Ha: 0.2800
Net charge: +1
E_tot, Eh: -1483.5850

Positions of all 50 atoms, in Å:
C (3.869, -0.833, 2.412)
C (4.006, -0.731, 0.781)
C (3.582, 0.715, 0.135)
C (2.066, 1.225, 0.513)
O (2.209, 2.526, 1.194)
C (1.022, 2.871, 1.991)
N (-0.001, 3.979, 1.882)
C (-1.032, 3.759, 3.010)
C (-0.505, 2.422, 3.798)
O (-1.035, 1.666, 4.944)
C (-0.977, 0.210, 4.609)
O (-0.547, -0.684, 5.542)
C (-1.458, -0.438, 3.172)
C (-0.796, -1.905, 2.750)
C (-1.219, -2.647, 1.329)
C (-2.339, -1.955, 0.328)
C (-3.002, -0.494, 0.723)
C (-2.531, 0.242, 2.129)
N (0.769, 1.929, 3.148)
H (3.058, -1.657, 2.642)
H (3.602, 0.169, 2.954)
H (4.897, -1.251, 2.848)
H (3.430, -1.659, 0.325)
H (5.164, -0.877, 0.535)
H (3.619, 0.607, -1.037)
H (4.336, 1.563, 0.457)
H (1.577, 0.381, 1.168)
H (1.426, 1.282, -0.480)
H (-0.004, 4.738, 1.152)
H (-1.994, 4.377, 3.269)
H (-0.009, -2.396, 3.475)
H (-0.729, -3.679, 1.020)
H (-2.673, -2.500, -0.680)
H (-3.800, -0.042, -0.031)
H (-2.971, 1.299, 2.415)
H (1.398, 1.120, 3.341)
C (-2.011, -0.914, -6.887)
C (-2.176, -1.907, -5.752)
O (-1.275, -1.602, -4.677)
C (-1.670, -0.606, -3.823)
O (-2.723, 0.017, -3.937)
C (-0.646, -0.418, -2.704)
F (0.638, -0.392, -3.165)
F (-0.699, -1.426, -1.787)
F (-0.821, 0.740, -2.008)
H (-0.967, -0.873, -7.215)
H (-2.640, -1.190, -7.738)
H (-2.284, 0.098, -6.570)
H (-1.920, -2.912, -6.106)
H (-3.211, -1.946, -5.394)

=====

[4]
# C18H22FN5O

One molecule with the formula C18H22FN5O (ωB97M-V/def2-TZVPD, OMol25).

E_HOMO, Ha: -0.2982
Frontier orbital gap, Ha: 0.3271
Relative energy (zero: lowest compared OMol25 entry of this formula, charge and spin), eV: 0.164
Structure (SMILES): COc1ccc(-c2[nH]ncc2CN[C@@H](C)CCn2cccn2)c(F)c1
E_tot, Eh: -1147.9620

Positions of all 47 atoms, in Å:
C (-0.138, 1.226, -4.622)
H (0.446, 1.615, -5.454)
O (0.294, 1.939, -3.487)
C (-0.241, 1.626, -2.283)
C (0.272, 2.314, -1.180)
C (-0.197, 2.062, 0.087)
C (-1.211, 1.129, 0.314)
C (-1.717, 0.475, -0.801)
C (-1.252, 0.692, -2.084)
H (-1.689, 0.128, -2.891)
F (-2.711, -0.434, -0.641)
C (-1.708, 0.857, 1.657)
C (-1.028, 0.547, 2.828)
C (-2.041, 0.410, 3.790)
N (-3.234, 0.627, 3.269)
N (-3.022, 0.885, 1.984)
H (-3.800, 1.063, 1.369)
H (-1.939, 0.173, 4.830)
C (0.424, 0.215, 2.958)
N (0.593, -1.141, 2.465)
H (0.250, -1.817, 3.139)
C (1.892, -1.524, 1.952)
C (2.896, -1.918, 3.041)
H (3.032, -1.098, 3.742)
H (2.538, -2.788, 3.590)
H (3.861, -2.158, 2.603)
C (1.671, -2.678, 0.963)
H (2.627, -3.011, 0.558)
H (1.207, -3.516, 1.488)
C (0.743, -2.238, -0.174)
N (1.440, -1.474, -1.174)
C (1.623, -1.812, -2.465)
C (2.369, -0.811, -3.045)
C (2.592, 0.098, -2.004)
N (2.024, -0.317, -0.887)
H (3.133, 1.022, -2.027)
H (2.707, -0.744, -4.059)
H (1.221, -2.717, -2.875)
H (0.301, -3.103, -0.670)
H (-0.048, -1.624, 0.267)
H (2.280, -0.671, 1.386)
H (0.746, 0.350, 4.003)
H (1.020, 0.871, 2.322)
H (0.207, 2.604, 0.926)
H (1.050, 3.040, -1.350)
H (-1.202, 1.391, -4.819)
H (0.054, 0.154, -4.513)

=====

[5]
# C18H22N2O3

One molecule with the formula C18H22N2O3 in a non-equilibrium geometry (ωB97M-V/def2-TZVPD, OMol25).

E_HOMO, Ha: -0.3444
Frontier orbital gap, Ha: 0.3713
Relative energy (zero: lowest compared OMol25 entry of this formula, charge and spin), eV: 0.329
Structure (SMILES): CC(C)c1ccc(C(=O)NN2C(=O)[C@H]3CCCC[C@H]3C2=O)cc1
E_tot, Eh: -1034.3889

Positions of all 45 atoms, in Å:
C (-5.637, -3.094, -0.363)
H (-5.569, -2.299, -1.102)
H (-5.079, -3.952, -0.730)
H (-6.680, -3.382, -0.258)
C (-5.083, -2.619, 0.983)
C (-3.662, -2.140, 0.835)
C (-3.331, -0.820, 1.119)
C (-2.035, -0.359, 0.979)
C (-1.032, -1.224, 0.554)
C (-1.351, -2.554, 0.291)
C (-2.650, -3.001, 0.421)
H (-2.876, -4.033, 0.203)
H (-0.563, -3.222, -0.021)
C (0.381, -0.804, 0.400)
O (1.336, -1.524, 0.579)
N (0.538, 0.515, 0.041)
N (1.816, 0.983, -0.201)
C (2.479, 0.737, -1.396)
O (1.952, 0.285, -2.374)
C (3.912, 1.190, -1.216)
C (4.253, 2.284, -2.231)
C (3.435, 3.545, -1.963)
C (3.573, 4.046, -0.512)
C (4.453, 3.137, 0.345)
H (5.496, 3.217, 0.034)
H (4.388, 3.447, 1.389)
C (4.004, 1.678, 0.236)
C (2.611, 1.509, 0.809)
O (2.216, 1.789, 1.905)
H (4.677, 1.054, 0.831)
H (2.587, 4.108, -0.048)
H (3.997, 5.051, -0.500)
H (3.752, 4.322, -2.660)
H (2.387, 3.328, -2.181)
H (4.033, 1.913, -3.233)
H (5.320, 2.507, -2.181)
H (4.556, 0.324, -1.397)
H (-0.232, 1.061, -0.318)
H (-1.803, 0.664, 1.238)
H (-4.100, -0.141, 1.459)
C (-5.175, -3.731, 2.031)
H (-4.614, -4.608, 1.716)
H (-6.213, -4.022, 2.178)
H (-4.772, -3.390, 2.982)
H (-5.695, -1.777, 1.326)